1.
DFT (the ωB97M-V functional and the def2-TZVPD basis) results for the molecule C4H12N2O in a non-equilibrium geometry.

```
19
Properties=species:S:1:pos:R:3
C 2.458 -0.570 -1.371
C 1.369 -0.712 -0.282
O 0.397 -1.641 -0.721
C 0.719 0.665 -0.042
N -0.322 0.421 1.038
C -1.571 1.200 0.954
N -2.842 0.547 0.566
H 1.984 -0.383 -2.327
H 3.154 0.238 -1.116
H 2.995 -1.520 -1.300
H 1.885 -1.122 0.583
H -0.433 -1.331 -0.365
H 0.118 1.044 -0.864
H 1.451 1.303 0.453
H -0.588 -0.449 1.471
H -1.386 1.906 0.121
H -1.696 1.754 1.887
H -3.516 1.110 1.060
H -2.988 0.600 -0.428
```

The calculation puts the gap between HOMO and LUMO at 9.742 eV. Its charge is 0. For the LUMO energy, the calculation gives 1.0 eV. The SMILES is C[C@H](O)CNCN.

***

2.
DFT (the ωB97M-V functional and the def2-TZVPD basis) results for a cluster of 3 separate species, C4H12N2O in total in a non-equilibrium geometry.

```
19
Properties=species:S:1:pos:R:3
C -0.094 0.401 -0.483
C -1.095 -1.908 -0.431
C 0.600 -0.761 -0.170
C -1.142 1.102 0.316
N 1.802 1.083 0.153
N 1.855 1.756 1.392
O -1.288 -2.169 -1.788
H -0.536 -2.665 -2.129
H 1.963 1.775 -0.579
H -0.078 0.669 -1.537
H 1.957 1.072 2.133
H 1.015 2.304 1.600
H -0.793 -2.783 0.153
H -2.014 -1.507 -0.015
H 1.169 -1.221 -0.970
H 0.924 -1.054 0.820
H -1.259 0.663 1.305
H -2.104 1.083 -0.201
H -0.882 2.160 0.429
```

The calculation puts the gap between HOMO and LUMO (spin up / spin down) at 7.654 / 7.653 eV. Its charge is 0. For the LUMO energy (spin up / spin down), the calculation gives 0.9 / 0.9 eV.

***

3.
DFT (the ωB97M-V functional and the def2-TZVPD basis) results for a cluster of 2 separate species, C4H12N2O in total in a non-equilibrium geometry.

```
19
Properties=species:S:1:pos:R:3
N -2.091 0.804 1.979
C -1.139 1.763 1.634
C -0.697 1.851 0.326
C 0.593 2.230 -0.374
C 0.409 1.606 -1.823
N 0.058 0.240 -1.865
H -2.151 0.477 2.947
H -2.228 0.195 1.219
H -1.030 2.309 2.559
H -1.404 1.503 -0.505
H 0.759 3.329 -0.345
H 1.590 1.614 0.044
H -0.304 2.363 -2.286
H 1.248 1.710 -2.467
H 0.224 -0.096 -0.878
H 0.560 -0.220 -2.580
O 2.212 -6.611 0.189
H 2.722 -5.814 0.435
H 1.556 -6.487 0.967
```

The calculation puts the gap between HOMO and LUMO at 8.378 eV. Its charge is 0. For the LUMO energy, the calculation gives 0.8 eV. The SMILES is N/C=C/CCN.O.

***

4.
DFT (the ωB97M-V functional and the def2-TZVPD basis) results for a cluster of 2 separate species, C4H12N2O in total in a non-equilibrium geometry.

```
19
Properties=species:S:1:pos:R:3
C 1.348 0.806 1.009
C 1.317 -0.333 0.047
O 2.220 -0.238 -0.933
N 0.734 -1.531 0.189
N 0.160 -1.816 1.419
H 1.573 1.731 0.477
H 0.395 0.902 1.529
H 2.133 0.623 1.747
H 2.277 -1.121 -1.340
H 0.764 -1.585 2.205
H -0.706 -1.290 1.547
C -0.921 0.329 -1.429
C -2.113 0.686 -0.559
H -0.312 1.212 -1.635
H -1.242 -0.047 -2.407
H -0.363 -0.651 -0.886
H -1.784 1.063 0.414
H -2.741 1.454 -1.022
H -2.739 -0.193 -0.373
```

The calculation puts the gap between HOMO and LUMO at 9.581 eV. Its charge is 0. For the LUMO energy, the calculation gives 0.8 eV. The SMILES is C/C(O)=N\N.CC.

***

5.
DFT (the ωB97M-V functional and the def2-TZVPD basis) results for a cluster of 2 separate species, C4H12N2O in total in a non-equilibrium geometry.

```
19
Properties=species:S:1:pos:R:3
C -0.169 -2.090 0.142
N -0.273 -0.750 0.046
C -0.924 -0.058 0.991
C -0.640 1.421 1.172
O -1.758 -0.611 1.831
H -1.079 -2.612 0.636
H -0.045 -2.447 -0.871
H 0.468 -2.717 0.771
H 0.480 -0.112 -0.476
H 0.343 2.017 0.571
H -0.476 1.590 2.415
H -1.756 1.520 0.782
C 2.064 1.151 -1.408
N 1.001 0.730 -2.186
H 2.637 0.186 -1.019
H 2.927 1.593 -1.879
H 2.027 1.831 -0.603
H 0.297 1.516 -2.245
H 1.165 0.123 -3.124
```

The calculation puts the gap between HOMO and LUMO at 9.508 eV. Its charge is 0. For the LUMO energy, the calculation gives 0.6 eV. The SMILES is CNC(C)=O.CN.

***

6.
DFT (the ωB97M-V functional and the def2-TZVPD basis) results for the molecule C4H12N2O in a non-equilibrium geometry.

```
19
Properties=species:S:1:pos:R:3
C 0.994 -0.761 1.481
N -0.372 -0.224 1.630
C -1.032 0.496 0.496
C -0.585 -0.001 -0.864
N -0.707 -1.518 -0.987
C 0.711 0.589 -1.374
O 0.740 2.018 -1.373
H 1.050 -1.485 2.295
H 1.846 -0.088 1.596
H 1.127 -1.339 0.571
H -0.363 0.454 2.373
H -2.099 0.355 0.675
H -0.821 1.574 0.589
H -1.293 0.474 -1.558
H -1.480 -1.533 -1.646
H -1.122 -1.761 -0.093
H 1.656 0.218 -0.954
H 0.877 0.276 -2.408
H 0.873 2.257 -0.448
```

The calculation puts the gap between HOMO and LUMO at 9.753 eV. Its charge is 0. For the LUMO energy, the calculation gives 0.8 eV. The SMILES is CNC[C@H](N)CO.

***

7.
DFT (the ωB97M-V functional and the def2-TZVPD basis) results for a cluster of 2 separate species, C4H12N2O in total in a non-equilibrium geometry.

```
19
Properties=species:S:1:pos:R:3
C 0.245 0.622 0.498
C -2.066 -1.331 0.870
C 0.908 -0.861 -1.385
C -0.117 1.824 -0.336
N 0.641 -0.631 0.033
N 1.853 0.467 0.657
O -1.494 -0.556 -0.121
H -0.174 0.598 1.497
H 2.246 0.051 1.490
H 2.468 1.018 0.069
H -1.475 -1.344 1.815
H -3.072 -0.969 1.153
H -2.183 -2.391 0.577
H 1.057 0.034 -1.995
H 0.025 -1.383 -1.751
H 1.779 -1.511 -1.470
H -1.160 1.716 -0.625
H 0.493 1.917 -1.235
H 0.024 2.730 0.258
```

The calculation puts the gap between HOMO and LUMO (spin up / spin down) at 7.836 / 7.836 eV. Its charge is 0. For the LUMO energy (spin up / spin down), the calculation gives 0.5 / 0.5 eV.

***

8.
DFT (the ωB97M-V functional and the def2-TZVPD basis) results for a cluster of 2 separate species, C4H12N2O in total in a non-equilibrium geometry.

```
19
Properties=species:S:1:pos:R:3
H 0.516 0.581 -3.546
N 0.439 1.243 -2.749
C 1.030 0.687 -1.654
N 0.532 0.862 -0.336
C 0.935 -0.134 0.644
C -0.350 -0.824 1.177
C -0.124 -2.044 2.085
H 1.536 -0.257 -1.875
H -0.116 1.645 -0.357
H 1.595 -0.906 0.264
H 1.605 0.223 1.472
H -0.788 -1.341 0.386
H -1.024 -0.063 1.703
H 0.090 -1.649 3.075
H 0.639 -2.718 1.623
H -1.114 -2.450 1.948
O -1.862 2.514 -0.888
H -2.227 1.735 -1.298
H -1.311 2.897 -1.673
```

The calculation puts the gap between HOMO and LUMO at 9.521 eV. Its charge is 0. For the LUMO energy, the calculation gives 1.0 eV. The SMILES is [H]/N=C/NCCC.O.

***

9.
DFT (the ωB97M-V functional and the def2-TZVPD basis) results for the molecule C4H12N2O in a non-equilibrium geometry.

```
19
Properties=species:S:1:pos:R:3
N 0.419 -1.448 2.366
C 0.217 -1.877 1.018
N -0.224 -0.783 0.138
C 0.729 -0.095 -0.684
C 0.063 0.951 -1.619
C -1.180 1.586 -1.070
O -0.928 2.203 0.217
H 0.098 -2.077 3.080
H 1.296 -1.005 2.582
H -0.627 -2.564 0.995
H 1.012 -2.437 0.525
H -0.712 -0.146 0.758
H 1.246 -0.771 -1.329
H 1.538 0.385 -0.103
H -0.149 0.470 -2.566
H 0.805 1.738 -1.759
H -2.071 0.992 -0.952
H -1.514 2.373 -1.762
H -0.015 2.504 0.166
```

The calculation puts the gap between HOMO and LUMO at 9.346 eV. Its charge is 0. For the LUMO energy, the calculation gives 1.0 eV. The SMILES is NCNCCCO.

***

10.
DFT (the ωB97M-V functional and the def2-TZVPD basis) results for the ion C4H12N2O with charge +1 in a non-equilibrium geometry.

```
19
Properties=species:S:1:pos:R:3
N -0.018 -1.889 0.629
C 0.323 -0.467 0.287
C 0.169 -0.295 -1.200
C 0.992 0.836 -1.811
O -1.232 -0.194 -1.463
C -0.582 0.560 1.046
N -0.111 0.871 2.320
H 0.100 -1.975 1.640
H -1.030 -1.960 0.491
H 1.336 -0.370 0.694
H 0.482 -1.246 -1.638
H 0.899 1.738 -1.185
H 0.595 1.114 -2.781
H 2.043 0.564 -1.785
H -1.367 -0.342 -2.403
H -0.573 1.399 0.335
H -1.600 0.120 1.085
H -0.687 1.478 2.915
H 0.261 0.058 2.823
```

The calculation puts the gap between HOMO and LUMO (spin up / spin down) at 10.444 / 5.178 eV. The spin multiplicity is 2. Its charge is +1. For the LUMO energy (spin up / spin down), the calculation gives -3.7 / -8.9 eV.

***

One value per record, in order, for energy relative to the best compared isomer or geometry (same formula, charge and spin): 49.7; 151.5; 89.0; 77.7; 108.5; 50.7; 142.9; 61.5; 40.0; 36.6 kcal per mole.